<i>
17 unconnected molecules or ions with the total composition H33O17, computed with ωB97M-V with the def2-TZVPD basis set.

Positions of all 50 atoms, in Å:
O 0.27631 -2.10898 -3.41874
H 1.12635 -1.67163 -3.51811
H -0.12619 -1.89012 -2.56238
O 1.90785 0.18056 0.05002
H 1.88366 -3.26202 1.50332
H 2.26960 0.74550 -0.65915
O -4.49922 -1.79070 0.33336
H -4.82484 -1.42712 1.16992
H -4.76048 -2.70881 0.46751
O -2.83807 2.93254 -3.42771
H -3.44218 3.65506 -3.58933
H -2.13592 2.83798 -4.06998
O -1.23815 -0.08663 -1.84944
H -0.58300 -1.09155 4.29404
O 1.67346 0.47479 -2.54165
H -1.43605 -1.89156 0.23140
H 0.86580 1.26205 1.33963
O 5.34983 1.15733 -0.42905
H 0.56735 4.60152 -0.36005
H 5.41172 2.04249 -0.78825
O 3.82588 2.15058 3.50542
H 3.21181 2.71281 3.97862
H -0.33133 0.11284 -1.56713
O 1.19932 4.72531 0.35484
H 4.96879 1.13599 0.44889
H 1.80019 -0.62130 -0.48075
O 1.01960 -3.20267 1.91077
H 0.35613 -3.88881 1.83455
H 1.14357 3.89997 0.85486
O 3.46317 -1.39116 -2.16788
H 4.18390 -0.84046 -1.86076
H -1.11168 0.02438 5.23594
O -1.35182 -0.79485 4.79119
H -3.12996 -1.12155 3.98736
H -0.07213 2.30614 0.87694
O -0.45936 2.79688 -1.82577
H 0.09960 2.03813 -2.09769
H -1.27146 0.33764 -2.71051
O -3.37286 -4.03918 -0.97424
H -2.88475 -3.43355 -1.53393
H -3.64490 -3.67790 -0.13601
O -1.76573 -2.33155 1.02360
H -0.46789 3.33549 -2.62336
H 3.32795 1.52242 2.97278
O 0.40606 2.04707 1.67872
H 2.79747 -0.77652 -2.57863
H -2.36342 -1.66213 1.37014
O -3.63890 -1.90069 3.73800
H -3.14459 -2.46119 3.13990
H 1.75950 1.03717 -3.32125

Calculated values
* net charge: -1
* LUMO level: 2.366 eV

---

<ii>
17 unconnected molecules or ions with the total composition H33O17, computed with ωB97M-V with the def2-TZVPD basis set.

Positions of all 50 atoms, in Å:
O 0.33009 -2.67657 -2.77323
H 0.69578 -1.80627 -2.79396
H -0.11014 -3.02116 -3.54605
O -3.05636 3.74894 -0.61099
H -3.03520 3.41648 0.30269
H -3.15115 2.87021 -1.00591
O -0.32797 -5.69508 1.36159
H -0.64801 -4.95424 1.91592
H 0.11153 -5.03206 0.76835
O 1.46756 -3.99781 0.57782
H 1.40822 -3.11428 0.23172
H 1.60945 -4.19969 1.49979
O -1.56831 -0.79793 -0.10148
H -1.27199 -2.02198 1.21396
O -0.32993 0.71398 1.55463
H 4.12302 4.10701 2.12443
H -0.59696 1.56305 1.28323
O -3.12529 -1.77796 -3.03402
H -2.59970 0.61375 1.33401
H -2.65343 -2.55358 -2.70113
O -1.33298 0.02523 -3.93001
H -1.09799 0.92994 -3.84210
H -0.79874 -1.19360 -0.50122
O -3.31770 0.87656 0.74055
H -3.97674 -2.00327 -2.64226
H -3.97453 0.21358 0.96564
O 2.51750 0.36118 -2.13500
H 2.83238 -0.17863 -2.86253
H 2.17005 -0.29770 -1.49863
O -0.36245 4.35129 -0.98251
H -1.30951 4.17485 -0.79663
H 4.52181 1.31577 -0.75620
O -1.58102 -2.58917 1.94382
H -2.53206 -2.68084 1.89790
H 1.75823 -1.16510 0.77670
O 5.48186 1.27899 -0.83657
H 5.65956 1.30337 -1.77449
H -1.24438 0.00363 0.49102
O -1.15733 0.63602 5.08776
H -1.13007 0.28730 4.19298
H -0.49128 1.31309 5.16931
O 3.71422 3.68641 2.87191
H 2.90997 3.24822 2.59973
H -1.40866 -0.43637 -3.09186
O 1.33066 -0.68053 0.06218
H -0.03610 3.54821 -0.54909
H 0.77401 -0.02911 0.58025
O 1.73545 2.80020 0.79130
H 1.98147 3.32745 0.02019
H 1.09314 2.18821 0.40649

Calculated values
* net charge: -1
* LUMO level: 2.305 eV

---

<ii> (5.4 kcal/mol below the next structure)

---

<i>
2 unconnected molecules or ions with the total composition CH2ClNO, computed with ωB97M-V with the def2-TZVPD basis set.

Positions of all 6 atoms, in Å:
C 0.63941 0.47089 0.16930
N -1.13796 -1.26801 -0.81254
O -1.67610 -1.42131 0.19741
Cl 0.42609 1.99983 -0.33058
H 1.33287 -0.17580 -0.42592
H 0.41568 0.39439 1.20232

Calculated values
* LUMO level (spin up / spin down): 0.196 / -0.271 eV

---

<ii>
2 unconnected molecules or ions with the total composition CH2ClNO, computed with ωB97M-V with the def2-TZVPD basis set.

Positions of all 6 atoms, in Å:
C 0.33727 0.54034 -1.05274
N -0.39239 -1.83900 1.98211
O -0.59862 0.09557 -0.50028
Cl -1.01630 -0.45119 2.20394
H 1.16273 1.18640 -0.53178
H 0.50731 0.46788 -2.10126

Calculated values
* LUMO level (spin up / spin down): -0.553 / -0.534 eV

---

<i> (15.6 kcal/mol below the next structure)

---

<i>
2 unconnected molecules or ions with the total composition C4H8N2OS, computed with ωB97M-V with the def2-TZVPD basis set.

Positions of all 16 atoms, in Å:
C -2.54067 0.69535 0.10377
C -0.81308 -0.57470 -0.13013
C 0.81768 1.26610 0.20678
C 1.53487 -1.09953 0.04530
N -3.45170 -0.25087 0.24464
N 0.43597 -0.12930 -0.01272
O -2.39006 1.87785 -0.02100
S -1.28091 -2.13106 -0.31236
H 1.21345 1.57373 1.24912
H 1.52436 1.48436 -0.58616
H -0.02935 1.81300 0.02897
H 2.41842 -0.65860 -0.18414
H 1.63352 -1.70412 0.96348
H 1.52913 -1.81584 -0.65027
H -2.96927 -1.20946 0.17928
H -4.49224 -0.11976 0.25414

Calculated values
* LUMO level: 0.803 eV

---

<ii>
A single C4H8N2OS molecule, computed with ωB97M-V with the def2-TZVPD basis set.

Positions of all 16 atoms, in Å:
C -1.44257 -0.61604 1.03668
C -0.19593 0.24072 0.88376
C 0.56276 0.42102 -0.36790
C 2.02271 0.22450 -0.17298
H -3.37286 -0.05355 -1.26218
H -1.85628 0.75040 -0.96071
H -1.43064 -1.12382 2.02725
H 0.47344 0.19199 1.78637
H 0.16088 0.09095 -1.28188
H 2.63733 0.69248 -1.02700
H 2.39133 0.74035 0.69412
H 2.58654 -1.53999 -0.86608
N -2.35202 -0.16566 -0.99942
N -2.41992 -0.77343 0.25577
O 2.41737 -1.12454 0.02908
S -0.18215 2.04460 0.22514

Calculated values
* SMILES string: N/N=C\[C@@H]1S[C@H]1CO
* LUMO level: 0.576 eV

---

<i> (3.4 kcal/mol below the next structure)

---

<i>
A molecular structure, C4H8N2OS, computed with ωB97M-V with the def2-TZVPD basis set.

Positions of all 16 atoms, in Å:
C 0.04547 1.16738 1.76587
C 0.22277 0.23694 -0.43127
C -0.06553 1.26573 -1.56549
C -0.58619 -1.86425 0.42555
N 0.73870 0.92523 0.77047
N -0.91980 -0.59656 -0.22977
O -2.92130 0.93615 -0.12324
S -2.24102 -0.10811 0.65050
H 0.16841 1.64096 2.74882
H 1.13656 -0.45432 -0.76996
H 0.92060 1.67162 -1.86818
H -0.75772 2.04843 -1.41234
H -0.50530 0.73093 -2.52709
H 0.34172 -1.69198 0.91478
H -1.37765 -2.01395 1.14100
H -0.70089 -2.62762 -0.35903

Calculated values
* LUMO level (spin up / spin down): -0.221 / 0.076 eV

---

<ii>
A single C4H8N2OS molecule, computed with ωB97M-V with the def2-TZVPD basis set.

Positions of all 16 atoms, in Å:
C 1.14241 1.29258 0.94399
C -0.36626 0.98640 0.63607
C -0.89415 -1.53440 0.94926
C 0.15448 -0.69271 -2.78630
H 1.23922 2.20787 0.42047
H 1.76000 0.42156 0.62961
H 1.19225 1.53016 2.15444
H -0.61923 0.67445 -0.42584
H -0.95343 1.89394 1.07158
H -0.34992 -0.22673 2.42321
H -0.31205 -1.27699 -3.62983
H 0.90225 0.13208 -3.04215
N -0.72842 -0.23877 1.47499
N -0.09189 -0.72379 -1.57492
O -1.02585 -2.58555 1.62883
S -1.04942 -1.86011 -0.87341

Calculated values
* SMILES string: C=NSC(=O)NCC
* LUMO level: 0.670 eV

---

<iii>
A single C4H8N2OS molecule, computed with ωB97M-V with the def2-TZVPD basis set.

Positions of all 16 atoms, in Å:
C -3.06695 -1.45268 0.09568
C -0.26290 0.77938 -0.09778
C -0.72760 2.12340 0.01551
C 3.10036 -1.31965 -0.00281
H -4.16247 -1.25214 -0.46666
H -2.39870 -2.36185 -0.45018
H -3.09536 -1.65506 1.27547
H -0.97833 2.74735 -1.00275
H -0.19340 2.92886 0.68035
H -1.82518 1.74822 0.57106
H 3.24292 -2.52133 0.20686
H 3.81751 -0.53132 0.21072
N -0.96032 -0.37223 -0.03454
N 1.92819 -0.92740 -0.16325
O -2.46566 -0.15684 -0.09073
S 1.51786 0.65416 0.06387

Calculated values
* SMILES string: C=NS/C(C)=N/OC
* LUMO level: 0.742 eV

---

<iv>
A single C4H8N2OS molecule, computed with ωB97M-V with the def2-TZVPD basis set.

Positions of all 16 atoms, in Å:
C -0.93294 0.61963 1.19531
C 0.54363 -1.19133 0.18024
C 1.77102 -0.24504 -0.31416
C -1.52034 -0.46119 -0.82349
H -0.88143 1.46187 0.61911
H -0.01308 0.60286 1.84523
H -1.72452 0.42235 1.94754
H 0.61617 -1.88441 -0.79009
H 0.70196 -1.80803 1.02816
H 0.21253 1.52164 -0.50537
H 1.86914 1.76328 -0.81474
H -1.10536 -1.05514 -1.61922
N -0.73620 -0.42157 0.23211
N 1.21939 0.94468 -0.81957
O 2.95525 -0.56958 -0.39735
S -2.97522 0.29998 -0.96371

Calculated values
* SMILES string: CN(C=S)CC(N)=O
* LUMO level: 0.417 eV

---

<iv> (6.9 kcal/mol below the next structure)